ORCA calculation (ωB97M-V/def2-TZVPD) on a structure of composition C6H10O3S2 in a non-equilibrium geometry.

```
! RIJCOSX wB97M-V def2-TZVPD def2/J DEFGRID3
* xyz 0 3
S -1.44 -1.27 -0.20
S -2.03 1.40 0.07
O -0.47 -2.37 -0.23
O -1.44 2.71 0.43
O -2.83 -1.62 -0.47
C 1.13 -0.57 1.58
C 0.52 0.67 -0.83
C -0.93 0.77 -1.23
C 1.28 -0.34 -1.64
C -1.15 0.12 1.11
C 0.30 0.41 0.76
H 0.98 1.70 -0.79
H 0.72 -1.40 -1.65
H -1.35 -0.09 2.20
H 0.70 -1.59 1.65
H -1.38 0.99 -2.14
H 2.30 -0.38 -1.19
H 2.19 -0.53 1.30
H 1.11 -0.10 2.68
H 1.29 0.05 -2.65
H 0.48 1.44 1.25
*
```

Results
Max |F|: 3.50 eV/Å
HOMO-LUMO gap (alpha / beta): 7.8480 / 6.8714 eV
DFT total energy: -34190.1708 eV
HOMO level (alpha / beta): -7.24 / -9.86 eV
Expectation value of S²: 2.010

***

ORCA calculation (ωB97M-V/def2-TZVPD) on a structure of composition C6H10O3Yb in a non-equilibrium geometry.

```
! RIJCOSX wB97M-V def2-TZVPD def2/J DEFGRID3
* xyz 1 2
Yb 1.87 -1.32 3.03
O 0.32 0.57 2.48
O 1.80 1.81 1.39
O -0.25 2.44 1.40
C -2.01 1.26 0.22
C 0.65 1.61 1.93
C 1.60 3.05 0.33
C 1.53 4.50 0.74
C -2.47 0.01 0.30
C -1.66 2.07 1.42
H 1.89 5.11 -0.11
H 0.92 2.78 -0.49
H 2.57 2.87 -0.14
H -1.87 1.74 -0.75
H 2.19 4.71 1.59
H -2.16 3.05 1.41
H 0.51 4.83 0.97
H -1.84 1.53 2.36
H -2.51 -0.53 1.25
H -2.77 -0.54 -0.59
*
```

Results
Max |F|: 3.95 eV/Å
HOMO-LUMO gap (alpha / beta): 6.6482 / 8.8849 eV
DFT total energy: -44047.1186 eV
HOMO level (alpha / beta): -9.69 / -12.93 eV
Expectation value of S²: 0.750